This record from the Open Molecules 2025 dataset describes one molecule with the formula C4H7NO at a distorted geometry. The level of theory is ωB97M-V/def2-TZVPD.

Geometry as XYZ:
```
13
Properties=species:S:1:pos:R:3:forces:R:3:lowdin_charge:R:1
O 0.13441 1.13954 -0.61865 -0.83 0.18 -0.15 -0.093
N 0.54677 -1.27031 -0.47131 -2.97 -0.17 -1.46 0.134
C -0.70752 0.04844 -0.68272 3.09 -3.53 -1.86 -0.304
C 1.48278 -0.60908 -0.04809 2.88 0.65 0.90 -0.289
C 1.27399 0.79974 0.16884 -0.74 2.80 0.60 -0.202
C -1.66888 -0.34702 0.36486 -0.70 3.28 -0.11 -0.070
H -1.12069 -0.22092 -1.72599 0.85 1.09 1.43 0.159
H 2.55289 -0.79333 0.23846 -0.94 -1.36 -0.27 0.129
H -1.81739 -1.36997 0.13087 -0.69 -0.95 0.51 0.068
H 0.98918 0.94141 1.24672 0.73 0.18 -0.58 0.136
H 2.15240 1.43253 -0.12974 -0.98 -0.34 0.37 0.140
H -1.25680 -0.08547 1.34208 -0.22 -0.62 0.13 0.084
H -2.56115 0.33446 0.18470 0.54 -1.21 0.49 0.108
```
Positions in Å, forces in eV/Å.

Properties
SMILES: C[C@@H]1N=CCO1
Frontier orbital gap, eV: 10.272

This record from the Open Molecules 2025 dataset describes C2H2ClI as an isolated structure at a distorted geometry. The level of theory is ωB97M-V/def2-TZVPD.

Geometry as XYZ:
```
6
Properties=species:S:1:pos:R:3:forces:R:3:lowdin_charge:R:1
I -3.18935 -0.19854 1.83559 2.17 1.40 -0.45 0.278
Cl -0.55237 2.50744 1.90305 -0.30 -1.03 -0.78 0.629
C -0.89562 1.02089 1.14221 -1.55 -1.96 0.46 -0.868
C -0.28698 0.15212 0.34295 -0.40 0.23 0.08 -0.145
H -0.64049 -0.86243 0.11735 -0.41 0.74 0.39 0.046
H 0.59915 0.35671 -0.23583 0.49 0.63 0.29 0.060
```
Positions in Å, forces in eV/Å.

Properties
Frontier orbital gap (spin up / spin down), eV: 7.748 / 7.749

Table of energy above the lowest of the compared OMol25 structures with the same formula, charge and spin (kJ/mol), in record order: 297.8 116.0